DFT (ωB97M-V with the def2-TZVPD basis set) results for one molecule with the formula C3H8N4.

F_max ... 0.1295 Eh/bohr
Gap between HOMO and LUMO ... 9.80 eV
Calculated total energy ... -9198.750 eV
Structure (SMILES) ... [H]/N=C\N(C)/C(N)=N/[H]
Energy above the lowest of the compared OMol25 structures with the same formula, charge and spin ... 278.21 kJ/mol

Geometry as ORCA input:
```
! RIJCOSX wB97M-V def2-TZVPD def2/J DEFGRID3
* xyz 0 1
N -0.410 -1.719 -0.333
N 2.128 -0.527 0.523
N 0.152 0.462 -0.443
N -1.911 0.062 0.473
C -0.759 -0.497 0.039
C 1.560 0.476 -0.089
C -0.478 1.820 -0.059
H 1.366 -1.246 0.772
H -1.559 1.812 -0.405
H -2.459 -0.869 0.700
H 0.305 -1.771 -1.167
H -0.278 2.059 1.053
H 2.120 1.249 -0.450
H -1.105 -2.446 -0.450
H -0.038 2.468 -0.935
*
```